# 1
Below is 11 unconnected molecules or ions with the total composition C35H65F6NO13, with properties calculated with ωB97M-V/def2-TZVPD.

Computed properties:
total charge = 0

Last column: Mulliken charge in e.
Atoms and positions in Å:
C  1.0619  -1.4922  1.7580  -0.2796
C  -0.2801  -1.2855  1.1072  0.3635
O  -0.0698  -0.2670  0.0631  0.0863
C  -1.1159  -0.0262  -0.6845  0.2919
O  -2.1868  -0.5592  -0.6287  -0.4506
C  -0.8149  0.9961  -1.8075  0.4888
F  -1.8434  1.6958  -2.1773  -0.2224
F  0.2135  1.8107  -1.4976  -0.1495
F  -0.4341  0.2444  -2.8542  -0.2038
H  1.4750  -0.6361  2.2449  -0.1889
H  1.8249  -1.9396  1.0403  0.1167
H  0.8594  -2.2331  2.5710  0.3285
H  -1.0524  -0.8516  1.7265  -0.0708
H  -0.5959  -2.2412  0.6820  -0.0915
C  3.4253  -5.4727  4.5525  -1.3994
C  2.7295  -4.1722  4.2094  0.3176
O  1.3810  -4.4453  3.7794  -0.3323
C  1.3028  -4.9839  2.5613  0.3027
O  2.0936  -5.1484  1.7372  -0.4825
C  -0.1374  -5.4699  2.2598  0.9672
F  -0.3697  -6.5319  3.1392  -0.3044
F  -1.1361  -4.6057  2.4412  -0.2056
F  -0.2089  -5.9613  1.0239  -0.2467
H  2.7174  -6.0637  5.1162  0.3538
H  4.3172  -5.4315  5.2141  0.4094
H  3.7536  -5.9663  3.6719  0.3355
H  3.3031  -3.6446  3.4410  -0.0945
H  2.6108  -3.5709  5.0915  0.4421
C  2.4509  1.8328  3.3885  0.1464
O  2.3057  2.7654  2.5973  -0.5667
N  1.9301  1.7346  4.5978  0.2094
C  2.1454  0.5031  5.3342  -1.0689
C  1.1840  2.8326  5.1350  -0.7707
H  2.9865  0.9418  2.9797  0.1577
H  3.0252  0.0197  4.9167  0.3429
H  1.2676  -0.0569  5.3286  0.3394
H  2.4386  0.7797  6.3639  0.3767
H  1.1945  3.6191  4.3434  0.1636
H  0.1315  2.6501  5.4125  0.2546
H  1.5805  3.2455  6.0553  0.3351
C  -3.8765  0.6368  2.8515  -0.4036
C  -3.0573  0.1744  3.9547  0.6730
O  -1.9500  -0.3102  3.7879  -0.4947
C  -3.5433  0.4451  5.3677  -1.4583
H  -3.4623  1.5081  2.3674  0.0115
H  -4.9200  0.7507  3.1857  0.3882
H  -3.7966  -0.0649  2.0295  0.1955
H  -3.9648  1.4737  5.3594  0.3694
H  -2.7379  0.4092  6.0754  0.3588
H  -4.2749  -0.3047  5.6984  0.3253
C  1.1098  -0.8115  -5.6379  -1.3129
C  0.3020  -2.0450  -5.3893  0.9338
O  -0.8819  -2.0161  -5.2238  -0.4885
C  1.0435  -3.3769  -5.3828  -1.0217
H  1.5515  -1.0079  -6.6417  0.4802
H  1.8455  -0.6647  -4.8452  0.2394
H  0.4452  0.0583  -5.6153  0.2772
H  0.5285  -4.0333  -6.0634  0.3358
H  1.1309  -3.8196  -4.3693  0.2484
H  2.1170  -3.2193  -5.7266  0.3404
C  -1.7393  5.0946  -6.3445  -1.1128
C  -2.8670  4.3040  -5.7797  0.8862
O  -3.1401  3.1583  -6.1077  -0.5731
C  -3.6901  4.9268  -4.6659  -0.8948
H  -0.8942  5.0098  -5.6187  0.2427
H  -1.9979  6.1774  -6.3863  0.3267
H  -1.4508  4.6726  -7.2426  0.3632
H  -3.4378  4.7080  -3.6174  0.0755
H  -4.6898  4.5489  -4.7854  0.3288
H  -3.7044  6.0215  -4.6969  0.3784
C  -4.7654  2.8356  -1.6709  -1.1051
C  -5.1643  1.7518  -0.7309  0.6960
O  -4.9457  1.7959  0.4752  -0.5420
C  -5.8457  0.5385  -1.3650  -0.9053
H  -4.2886  2.4587  -2.5377  0.3418
H  -4.1476  3.6156  -1.1819  0.2815
H  -5.6542  3.4729  -1.9332  0.4763
H  -5.0286  -0.1617  -1.5663  0.0514
H  -6.2639  0.8952  -2.2927  0.3515
H  -6.5821  0.0181  -0.7672  0.3662
C  -1.9174  -3.4727  -2.1926  -0.0384
C  -2.7000  -4.5951  -2.9181  0.5244
O  -3.0084  -5.5845  -2.3257  -0.5674
C  -2.9936  -4.4044  -4.3997  -0.8493
H  -1.1822  -2.9632  -2.8548  0.0267
H  -1.4265  -3.6758  -1.2704  0.1088
H  -2.6841  -2.7633  -1.9365  0.0671
H  -3.4827  -5.3376  -4.7905  0.3156
H  -2.0839  -4.3232  -4.9841  0.0835
H  -3.5419  -3.4500  -4.5521  0.2830
C  3.0839  1.2578  -0.2723  0.5911
C  3.7358  1.2637  -1.6652  0.5122
O  4.4155  0.3280  -1.9695  -0.5883
C  3.4137  2.3145  -2.7283  -0.8291
H  2.7175  2.2373  -0.0780  0.2969
H  3.9090  0.9738  0.3796  -0.4162
H  2.3645  0.4147  -0.2678  -0.2206
H  4.3165  2.7660  -3.1966  0.3716
H  2.7699  3.1055  -2.3125  0.0957
H  2.9248  1.7825  -3.5401  0.1370
C  0.8915  5.2565  0.8023  -0.8031
C  -0.4635  4.6318  0.5853  0.6930
O  -1.0661  4.6485  -0.4676  -0.5978
C  -0.9458  3.7384  1.6941  -0.5463
H  1.2381  4.9634  1.7732  0.1301
H  0.8440  6.3081  0.6574  0.4652
H  1.5308  4.8756  0.0231  0.0798
H  -0.2556  2.8836  1.7873  -0.0229
H  -1.9315  3.2991  1.5097  0.0885
H  -0.8677  4.1688  2.6633  0.5113
C  6.0667  -0.2431  1.6666  -1.1974
C  5.1368  -1.4334  1.9452  1.1305
O  4.6990  -1.6576  3.0430  -0.5847
C  4.8158  -2.3053  0.7922  -1.0879
H  7.0244  -0.2478  2.1415  0.4219
H  5.4338  0.5676  2.0572  0.2315
H  6.1833  -0.0961  0.6241  0.3572
H  4.3339  -1.7470  0.0037  0.1714
H  4.1505  -3.1299  1.0059  0.1748
H  5.7762  -2.5936  0.3665  0.4493

---

# 2
Below is 8 unconnected molecules or ions with the total composition C35H65N10O22S2, with properties calculated with ωB97M-V/def2-TZVPD.

Computed properties:
ΔE to the lowest compared entry with this formula, charge and spin = 6.8 kcal/mol
total charge = +1

Last column: Mulliken charge in e.
Atoms and positions in Å:
C  1.4072  -3.1994  0.8177  -1.0141
C  1.7829  -2.4683  -0.4721  1.4768
C  0.7179  -2.6654  -1.5496  -1.3727
C  -0.5187  -1.7780  -1.3955  -0.7150
N  -0.2534  -0.4858  -0.7369  0.8629
C  0.4282  0.4734  -1.6151  -1.5007
C  1.2186  1.4612  -0.7453  0.4117
C  1.6424  2.6718  -1.5627  -2.1100
C  2.7240  3.5895  -0.9703  -1.5307
C  4.1499  3.0710  -0.7834  -0.9776
O  4.2072  2.1032  0.2397  0.8732
C  4.6470  2.5309  1.4885  0.5199
O  5.7535  2.9537  1.6107  -0.5240
C  3.7151  2.4520  2.6174  0.4785
C  4.2583  2.4056  3.9111  -0.8702
C  3.3958  2.3857  5.0030  -0.8458
C  2.0115  2.4048  4.8425  -0.4887
C  1.4659  2.3957  3.5579  -1.0934
C  2.3290  2.4165  2.4594  0.7721
N  4.9829  4.3170  -0.6227  0.5817
C  4.5308  5.4274  0.2920  -0.4711
C  5.7200  6.1234  0.9335  -0.0840
O  6.1004  5.7707  1.9921  -0.4097
O  6.2872  7.1195  0.2255  -0.4657
C  5.2778  4.7647  -2.0715  0.0585
O  4.7513  6.0155  -2.3743  -0.6108
C  4.6837  3.6543  -2.9751  -1.4590
C  4.8492  2.4347  -2.0466  1.3369
C  4.2959  1.1432  -2.6383  -0.5461
C  4.9275  -0.1655  -2.1543  0.3172
C  4.4688  -1.2978  -3.0610  -1.6874
O  4.4915  -0.4951  -0.8475  -0.5471
O  6.2876  2.3564  -2.0640  -0.3995
N  6.8802  1.8657  -0.8611  0.5078
O  8.0279  1.7908  -0.9870  -0.5031
C  -1.4882  0.0295  -0.2515  -0.0047
S  -1.7429  0.1197  1.3416  -0.1205
S  -2.7138  0.4937  -1.4558  -0.2454
C  -3.3751  2.0310  -0.7773  -0.6233
C  -4.8410  2.2194  -1.1603  -0.3591
C  -5.4429  3.3952  -0.3722  -1.2786
H  1.7066  -4.2424  0.7896  0.0205
H  0.3340  -3.1473  0.9933  0.1170
H  1.9140  -2.7420  1.6638  0.3766
H  1.9750  -1.4236  -0.2622  -1.1978
H  2.7110  -2.8975  -0.8421  0.4441
H  0.3792  -3.6975  -1.4873  0.4638
H  1.1670  -2.5483  -2.5366  0.4335
H  -1.0182  -1.6574  -2.3624  0.4157
H  -1.2243  -2.3116  -0.7656  0.3442
H  1.1573  -0.0996  -2.1880  -0.0050
H  -0.2475  0.9912  -2.2976  0.5848
H  2.0285  0.8934  -0.2976  -0.1507
H  0.5380  1.7695  0.0456  1.0465
H  1.8912  2.4193  -2.5902  0.5456
H  0.7616  3.3075  -1.6519  0.6545
H  2.3656  3.9197  0.0021  0.6036
H  2.7192  4.4833  -1.5874  0.8076
H  5.3300  2.3807  4.0139  0.5589
H  3.8262  2.3686  5.9929  0.4310
H  1.3295  2.4196  5.6782  0.4751
H  0.4018  2.3973  3.3966  0.4932
H  1.8704  2.3930  1.4850  -0.3444
H  5.9227  4.1346  -0.2585  0.8388
H  3.9680  4.9894  1.1081  0.3544
H  3.8572  6.1016  -0.2218  0.6580
H  7.2376  6.9456  0.1718  0.3793
H  6.3495  4.8571  -2.1933  0.5287
H  4.1415  5.9629  -3.1146  0.4666
H  5.3533  3.6578  -3.8308  0.4434
H  3.6732  3.8217  -3.3262  0.6370
H  4.4992  1.1791  -3.7085  0.5471
H  3.2278  1.0110  -2.5303  -0.4065
H  6.0134  -0.1363  -2.2304  0.2815
H  4.7208  -2.2226  -2.5492  0.4592
H  3.3903  -1.2936  -3.1979  0.2361
H  5.0026  -1.3045  -4.0062  0.4303
H  5.1159  -0.1494  -0.2039  0.3554
H  -3.3167  2.0293  0.3050  0.4430
H  -2.7937  2.8816  -1.1299  0.2789
H  -4.9065  2.4434  -2.2202  0.3340
H  -5.3990  1.3170  -0.9346  0.3550
H  -6.4073  3.1141  0.0278  0.2806
H  -4.8295  3.6791  0.4806  0.4532
H  -5.5831  4.2750  -0.9930  0.2500
C  -3.8073  -3.1533  1.8721  -0.6951
N  -3.1886  -4.2159  1.0333  0.9308
O  -2.1151  -3.9804  0.5174  -0.4427
O  -3.8070  -5.2515  0.9158  -0.5688
H  -3.1551  -2.2856  1.8873  0.0354
H  -4.7664  -2.9126  1.4235  0.3232
H  -3.9395  -3.5639  2.8684  0.3249
C  -8.8916  4.4079  -3.2124  -0.7718
N  -8.5708  3.8225  -1.8822  0.8008
O  -7.8724  2.8278  -1.8460  -0.4102
O  -9.0306  4.3782  -0.9096  -0.5012
H  -8.4143  3.8054  -3.9756  0.3202
H  -9.9721  4.3959  -3.3179  0.3001
H  -8.5146  5.4259  -3.2184  0.2942
C  3.0733  -7.8430  1.2291  -0.5504
N  3.6313  -6.8053  0.3212  0.8947
O  3.8978  -7.1162  -0.8194  -0.5452
O  3.7585  -5.6940  0.7945  -0.5068
H  2.9900  -8.7739  0.6821  0.2829
H  3.7481  -7.9414  2.0737  0.2947
H  2.1005  -7.4940  1.5511  0.1066
C  -1.2752  -0.4358  7.0609  -0.7809
N  -0.9125  0.7223  6.1991  0.8801
O  -0.6827  0.5118  5.0262  -0.4736
O  -0.8652  1.8118  6.7316  -0.5423
H  -1.2732  -1.3298  6.4497  0.3165
H  -0.5340  -0.4961  7.8516  0.3000
H  -2.2608  -0.2383  7.4706  0.2953
C  -1.0687  -6.6340  0.3392  -0.1022
N  -0.6009  -7.1934  1.6366  0.9999
O  -0.0710  -8.2900  1.6350  -0.5956
O  -0.7722  -6.5112  2.6248  -0.5862
H  -0.8509  -7.3500  -0.4433  0.3522
H  -2.1343  -6.4583  0.4239  -0.0481
H  -0.5404  -5.6982  0.1829  0.0083
C  -9.9642  0.7099  -0.4381  -0.6643
N  -11.3261  0.1093  -0.4283  0.8857
O  -11.4948  -0.9018  0.2186  -0.5320
O  -12.1761  0.6815  -1.0770  -0.5320
H  -9.3132  0.0996  0.1758  0.3029
H  -9.6241  0.7294  -1.4685  0.2519
H  -10.0470  1.7169  -0.0394  0.2713
C  -5.2969  -7.3794  -2.0547  -0.7547
N  -3.8343  -7.4013  -1.7806  0.8650
O  -3.3182  -8.4682  -1.5278  -0.5289
O  -3.2505  -6.3373  -1.8252  -0.4390
H  -5.6737  -8.3918  -1.9773  0.3065
H  -5.7544  -6.7293  -1.3153  0.2699
H  -5.4329  -6.9825  -3.0558  0.2966

---

| no. | electronic energy (eV) | Kohn-Sham gap (eV) |
| --- | --- | --- |
| 1 | -81760.6193 | 9.4644 |
| 2 | -118935.8600 | 7.4603 |